No. 1
{"formula": "ClHN2O4S", "method": "the ωB97M-V functional and the def2-TZVPD basis", "largest_force_ev_per_a": 1.48, "total_energy_ev": -34538.8766, "gap_ev": 11.53, "e_above_lowest_kcal_mol": 5.5, "species": ["N", "N", "O", "O", "O", "O", "S", "Cl", "H"], "positions_angstrom": [[-1.076, -0.383, 0.734], [-1.110, -0.360, -0.495], [-1.824, -0.849, -1.303], [-0.041, 0.408, -0.996], [1.515, -0.909, 0.436], [0.790, 1.335, 1.224], [1.097, 0.418, 0.193], [2.457, 1.320, -0.910], [-1.809, -0.980, 1.117]], "forces_ev_per_a": [[-0.7869, -0.3527, 1.1997], [-0.5649, -0.3195, 0.4839], [-0.5677, -0.2443, -1.1580], [0.3411, 0.1741, -0.2243], [0.2684, -0.2883, -0.1625], [0.1611, 0.2539, -0.1031], [0.8050, 0.6168, 0.9973], [0.4098, 0.1679, -0.6567], [-0.0659, -0.0079, -0.3763]]}


No. 2
{"formula": "ClHN4", "method": "the ωB97M-V functional and the def2-TZVPD basis", "largest_force_ev_per_a": 3.03, "total_energy_ev": -18492.6823, "gap_ev": [7.94, 7.77], "e_above_lowest_kcal_mol": 186.6, "species": ["N", "N", "N", "N", "Cl", "H"], "positions_angstrom": [[-0.307, 0.355, 0.361], [-0.154, 1.558, 0.304], [-0.035, 2.638, -0.031], [1.883, -0.126, -0.691], [3.131, 0.339, 0.169], [0.588, -0.176, 0.359]], "forces_ev_per_a": [[-1.0782, -1.0015, 1.3477], [0.9564, 1.6650, -2.3472], [-0.3872, -0.9611, 1.3960], [0.9364, -0.3037, -0.5880], [0.2579, 0.1213, 0.0634], [-0.6852, 0.4799, 0.1280]]}


No. 3
{"formula": "ClI2PS", "method": "the ωB97M-V functional and the def2-TZVPD basis", "largest_force_ev_per_a": 2.58, "total_energy_ev": -48846.3522, "gap_ev": [6.51, 6.58], "e_above_lowest_kcal_mol": 51.4, "species": ["P", "S", "Cl", "I", "I"], "positions_angstrom": [[-0.173, 0.061, -0.145], [0.614, -2.594, -0.749], [1.330, -0.128, 1.173], [0.317, 1.823, -1.556], [-2.088, 0.838, 1.276]], "forces_ev_per_a": [[-0.9668, -2.2866, 0.7057], [-0.4338, 0.6395, -0.0881], [0.4007, 0.6098, 0.4901], [0.3978, 1.1691, -0.7097], [0.6021, -0.1318, -0.3980]]}


No. 4
{"formula": "ClIS", "method": "the ωB97M-V functional and the def2-TZVPD basis", "largest_force_ev_per_a": 2.69, "total_energy_ev": -31457.3773, "gap_ev": 6.74, "e_above_lowest_kcal_mol": 15.9, "species": ["S", "Cl", "I"], "positions_angstrom": [[0.589, -0.898, 0.000], [1.497, 0.864, 0.000], [-2.086, 0.034, 0.000]], "forces_ev_per_a": [[-2.5777, 0.7641, 0.0000], [0.2499, 0.1573, 0.0000], [2.3279, -0.9214, 0.0000]]}